(1)
Density functional theory data (wB97M-V/def2-TZVPD) for 2 unconnected molecules or ions with the total composition CH3FN2O at a distorted geometry.

Lowest unoccupied orbital energy (alpha / beta), Eh: -0.1087 / -0.0386
Gap between HOMO and LUMO (alpha / beta), eV: 8.01 / 10.69
DFT total energy, hartree: -324.37362
Energy relative to the best compared isomer or geometry (same formula, charge and spin), eV: 3.6128
E_HOMO (alpha / beta), eV: -10.97 / -11.74

The geometry in ORCA input format:
```
! RIJCOSX wB97M-V def2-TZVPD def2/J DEFGRID3
* xyz 0 1
C 1.6161 0.1456 -0.0437
N -2.1565 -0.0826 -0.0705
N 0.3176 -0.2558 -0.0840
O 2.1977 1.1982 -0.0380
F 2.4068 -0.9877 -0.0387
H -2.5030 0.4722 0.7362
H -1.8395 0.6433 -0.7227
H -0.0391 -1.1331 0.2614
*
```

=====

(2)
Density functional theory data (wB97M-V/def2-TZVPD) for a molecular structure, CH3FO2 at a distorted geometry.

Lowest unoccupied orbital energy, Eh: 0.0163
Gap between HOMO and LUMO, eV: 10.77
DFT total energy, hartree: -290.17007
Energy relative to the best compared isomer or geometry (same formula, charge and spin), eV: 2.3274
E_HOMO, eV: -10.32

The geometry in ORCA input format:
```
! RIJCOSX wB97M-V def2-TZVPD def2/J DEFGRID3
* xyz 0 1
C 0.3204 0.1048 0.4200
O 0.3850 -1.0750 -0.2008
O -1.2866 0.9352 -0.1180
F 1.3344 0.8539 0.1651
H 0.1706 0.0592 1.5928
H 0.7563 -1.1746 -1.1671
H -1.6800 0.2964 -0.6920
*
```

=====

(3)
Density functional theory data (wB97M-V/def2-TZVPD) for CH3FO2S in the gas phase at a distorted geometry.

Lowest unoccupied orbital energy, Eh: 0.0127
Gap between HOMO and LUMO, eV: 11.62
DFT total energy, hartree: -688.35705
Energy relative to the best compared isomer or geometry (same formula, charge and spin), eV: 1.3546
E_HOMO, eV: -11.28
SMILES string: O=[SH](=O)CF

The geometry in ORCA input format:
```
! RIJCOSX wB97M-V def2-TZVPD def2/J DEFGRID3
* xyz 0 1
O -1.5179 -0.3837 1.2876
S -0.1857 -0.0536 0.9112
O 0.4874 1.0646 1.4909
C 0.1558 0.0313 -0.9227
F -0.8880 0.8656 -1.4148
H 0.6737 -1.1512 0.9559
H 1.1951 0.5625 -0.8464
H 0.0796 -0.9355 -1.4618
*
```

=====

(4)
Density functional theory data (wB97M-V/def2-TZVPD) for a molecular structure, CH3FO3PS at a distorted geometry.

Lowest unoccupied orbital energy, Eh: 0.1481
Gap between HOMO and LUMO, eV: 9.27
DFT total energy, hartree: -1105.05550
Energy relative to the best compared isomer or geometry (same formula, charge and spin), eV: 0.2273
E_HOMO, eV: -5.24

The geometry in ORCA input format:
```
! RIJCOSX wB97M-V def2-TZVPD def2/J DEFGRID3
* xyz -1 1
C -0.4406 -0.3919 1.2593
O 2.0553 -0.6162 2.3585
O 0.9968 1.5321 2.0956
O 0.1598 -0.0208 3.7473
F -1.6573 -0.8701 1.7745
P -0.2922 1.1167 0.1143
S 0.7726 0.1254 2.4918
H -0.0922 -1.3240 0.7209
H 0.8924 0.6045 -0.4213
H -0.8538 0.4642 -0.9844
*
```

=====

(5)
Density functional theory data (wB97M-V/def2-TZVPD) for a molecular structure, CH3FO4S at a distorted geometry.

Lowest unoccupied orbital energy, Eh: 0.0194
Gap between HOMO and LUMO, eV: 11.95
DFT total energy, hartree: -838.76828
Energy relative to the best compared isomer or geometry (same formula, charge and spin), eV: 0.1866
E_HOMO, eV: -11.42

The geometry in ORCA input format:
```
! RIJCOSX wB97M-V def2-TZVPD def2/J DEFGRID3
* xyz 0 1
C -0.0776 -0.2159 1.6015
O 0.2728 1.2398 -2.6141
O -1.4039 0.2659 -1.0547
O 0.5967 -0.6139 0.3806
O 1.1171 0.5020 -0.4092
F 0.3116 -1.2249 -1.9217
S -0.1029 0.3146 -1.5895
H 0.2924 -0.9193 2.2999
H -1.2315 -0.1841 1.4748
H 0.2255 0.8358 1.8325
*
```

=====

(6)
Density functional theory data (wB97M-V/def2-TZVPD) for 2 unconnected molecules or ions with the total composition CH3FOS at a distorted geometry.

Lowest unoccupied orbital energy (alpha / beta), Eh: -0.0688 / -0.0896
Gap between HOMO and LUMO (alpha / beta), eV: 9.21 / 7.15
DFT total energy, hartree: -613.03562
Energy relative to the best compared isomer or geometry (same formula, charge and spin), eV: 3.9385
E_HOMO (alpha / beta), eV: -11.09 / -9.59

The geometry in ORCA input format:
```
! RIJCOSX wB97M-V def2-TZVPD def2/J DEFGRID3
* xyz 0 1
C 0.0769 -0.6366 0.5642
O 0.1104 1.7746 -0.4614
F -0.8729 0.7904 -2.0638
S 1.1135 0.7404 -0.0746
H -0.4625 -1.0866 -0.1850
H -0.6150 -0.1677 1.3170
H 0.6495 -1.4146 0.9037
*
```

=====

(7)
Density functional theory data (wB97M-V/def2-TZVPD) for 2 unconnected molecules or ions with the total composition CH3FOS at a distorted geometry.

Lowest unoccupied orbital energy, Eh: 0.0229
Gap between HOMO and LUMO, eV: 10.54
DFT total energy, hartree: -613.10963
Energy relative to the best compared isomer or geometry (same formula, charge and spin), eV: 1.9247
E_HOMO, eV: -9.91

The geometry in ORCA input format:
```
! RIJCOSX wB97M-V def2-TZVPD def2/J DEFGRID3
* xyz 0 1
C 3.3254 -0.4439 -0.1933
O 3.5569 0.6933 0.3075
F 2.0511 -0.6967 -0.1003
S -1.8083 0.2277 0.2225
H -0.9261 -0.7414 -0.0005
H 2.8148 1.1951 0.5344
H -2.7719 -0.3181 -0.5038
*
```

=====

(8)
Density functional theory data (wB97M-V/def2-TZVPD) for 2 unconnected molecules or ions with the total composition CH3FOS2 at a distorted geometry.

Lowest unoccupied orbital energy (alpha / beta), Eh: -0.1111 / -0.1680
Gap between HOMO and LUMO (alpha / beta), eV: 7.16 / 4.90
DFT total energy, hartree: -1011.18842
Energy relative to the best compared isomer or geometry (same formula, charge and spin), eV: 4.0105
E_HOMO (alpha / beta), eV: -10.19 / -9.48

The geometry in ORCA input format:
```
! RIJCOSX wB97M-V def2-TZVPD def2/J DEFGRID3
* xyz 0 1
C 0.1511 0.0217 0.2603
O 2.7401 -0.3342 0.8296
F -0.6615 0.8291 2.8207
S 2.2770 2.2060 -0.4310
S 1.7322 0.7311 0.7565
H 0.2891 -0.5026 -0.6972
H -0.1644 -0.4287 1.0854
H -0.5698 0.8429 -0.0647
*
```